(1)
C38H61BIrN11 | ωB97M-V/def2-TZVPD

Geometry as XYZ:
```
112
C38H61BIrN11 (ωB97M-V/def2-TZVPD)
Ir -0.242 0.101 0.060
C 3.892 -3.427 1.281
C 3.390 -2.163 0.684
C 4.119 -1.242 -0.037
C 3.237 -0.207 -0.365
N 2.028 -0.514 0.130
N 2.127 -1.704 0.770
B 1.015 -2.345 1.632
N -0.190 -2.808 0.793
N -1.124 -1.950 0.327
C -2.189 -2.667 -0.047
C -1.908 -4.022 0.134
C -0.637 -4.075 0.675
C 0.132 -5.294 1.022
C -3.525 -2.138 -0.495
C -3.969 -2.875 -1.778
C -3.511 -0.610 -0.659
C -4.551 -2.485 0.603
N 0.520 -1.336 2.684
N -0.281 -0.297 2.387
C -0.704 0.252 3.527
C -0.129 -0.445 4.590
C 0.632 -1.450 4.022
C 1.408 -2.492 4.740
C -1.711 1.362 3.652
C -2.744 1.197 2.537
C -1.007 2.719 3.577
C -2.419 1.262 5.008
C 3.744 1.033 -1.063
C 4.804 1.640 -0.125
C 4.449 0.623 -2.368
C 2.679 2.098 -1.369
H 4.939 -3.553 1.019
H 3.811 -3.400 2.367
H 3.333 -4.285 0.913
H 5.159 -1.319 -0.276
H 1.457 -3.282 2.184
H -2.549 -4.850 -0.087
H -0.437 -6.172 0.730
H 1.083 -5.302 0.493
H 0.331 -5.355 2.090
H -3.173 -2.976 -2.510
H -4.304 -3.879 -1.527
H -4.805 -2.354 -2.242
H -2.511 -0.236 -0.913
H -4.218 -0.291 -1.422
H -3.794 -0.139 0.278
H -4.608 -3.561 0.757
H -4.282 -2.017 1.547
H -5.535 -2.129 0.307
H -0.262 -0.247 5.631
H 1.338 -2.321 5.811
H 1.008 -3.480 4.524
H 2.455 -2.477 4.447
H -2.236 1.196 1.568
H -3.258 0.244 2.655
H -3.481 1.995 2.563
H -0.636 2.890 2.577
H -1.689 3.524 3.839
H -0.174 2.745 4.274
H -2.803 0.258 5.179
H -1.734 1.516 5.812
H -3.249 1.964 5.044
H 5.639 0.960 0.015
H 5.187 2.562 -0.554
H 4.373 1.850 0.850
H 5.241 -0.097 -2.183
H 3.759 0.182 -3.083
H 4.896 1.503 -2.822
H 2.942 3.046 -0.908
H 2.618 2.276 -2.441
H 1.700 1.807 -0.988
C -0.761 0.975 -3.324
N -0.339 -0.240 -2.597
C 1.044 -0.537 -3.011
N 1.170 -0.712 -4.444
C 0.726 0.508 -5.105
N -0.656 0.813 -4.757
C -1.495 -0.302 -5.179
N -1.077 -1.532 -4.520
C -1.187 -1.341 -3.089
C 0.309 -1.808 -4.869
H -0.136 1.814 -3.014
H -1.803 1.192 -3.077
H 1.377 -1.450 -2.512
H 1.666 0.300 -2.700
H 0.796 0.383 -6.185
H 1.371 1.335 -4.798
H -1.412 -0.416 -6.260
H -2.537 -0.098 -4.919
H -0.894 -2.262 -2.579
H -2.225 -1.098 -2.860
H 0.392 -1.933 -5.950
H 0.625 -2.727 -4.369
C 1.966 3.373 1.727
C 0.874 4.109 1.020
C 0.851 5.483 1.040
C -0.188 6.211 0.477
C -1.258 5.539 -0.108
C -1.289 4.171 -0.187
C -2.434 3.445 -0.805
C -0.183 3.386 0.331
N -0.142 2.108 0.187
H 2.936 3.783 1.444
H 1.928 2.309 1.505
H 1.858 3.501 2.806
H 1.666 6.007 1.517
H -0.177 7.288 0.515
H -2.081 6.112 -0.511
H -3.278 4.112 -0.954
H -2.732 2.615 -0.166
H -2.133 3.041 -1.772
```

total charge = +1
HOMO level (spin up / spin down) = -10.152 / -10.640 eV
orbital gap (spin up / spin down) = 5.808 / 6.655 eV
expectation value of S² = 0.875
multiplicity = 2
relative energy (zero: lowest compared OMol25 entry of this formula, charge and spin) = 232.9 kJ/mol

***

(2)
C38H61HfN4Sb2Se2Si3 | ωB97M-V/def2-TZVPD

Geometry as XYZ:
```
111
C38H61HfN4Sb2Se2Si3 (ωB97M-V/def2-TZVPD)
Hf -0.763 -1.256 -0.619
C 0.676 1.156 3.576
Sb 0.370 1.094 1.438
C -0.884 -0.888 1.518
C 0.011 -1.990 1.936
C 0.249 -2.377 3.260
C 1.015 -3.494 3.521
C 1.604 -4.174 2.457
C 1.373 -3.713 1.180
N 0.558 -2.683 0.915
Si -2.590 -1.042 2.406
C -2.800 -2.872 2.832
C -3.970 -0.805 1.129
C -2.872 0.126 3.845
C 2.477 0.900 0.652
C 2.558 -0.042 -0.476
C 3.760 -0.154 -1.219
C 3.954 -1.153 -2.134
C 2.924 -2.078 -2.362
C 1.749 -1.860 -1.717
N 1.527 -0.847 -0.832
Si 3.920 0.500 1.961
C 5.629 0.204 1.221
C 3.532 -1.123 2.810
C 4.011 1.947 3.157
Si 2.837 2.749 0.060
C 4.638 3.169 -0.278
C 1.928 2.948 -1.589
C 2.173 3.984 1.318
H -0.268 0.878 4.038
H 0.903 2.186 3.848
H 1.474 0.506 3.921
H -0.197 -1.807 4.065
H 1.185 -3.822 4.538
H 2.242 -5.030 2.620
H 1.843 -4.188 0.324
H -2.714 -3.494 1.936
H -3.797 -3.034 3.248
H -2.083 -3.246 3.559
H -3.925 -1.562 0.341
H -4.017 0.184 0.678
H -4.927 -0.963 1.635
H -2.329 -0.178 4.743
H -3.933 0.127 4.106
H -2.596 1.156 3.610
H 4.545 0.556 -1.015
H 4.895 -1.245 -2.662
H 3.049 -2.916 -3.033
H 0.901 -2.538 -1.882
H 5.685 -0.719 0.643
H 6.310 0.087 2.069
H 6.027 1.016 0.613
H 3.549 -1.948 2.098
H 2.578 -1.129 3.325
H 4.309 -1.323 3.553
H 4.684 2.719 2.782
H 4.428 1.600 4.105
H 3.050 2.412 3.367
H 5.047 2.695 -1.171
H 5.302 2.961 0.561
H 4.680 4.248 -0.451
H 2.397 2.353 -2.377
H 1.983 3.995 -1.899
H 0.870 2.689 -1.517
H 2.950 4.262 2.030
H 1.306 3.640 1.885
H 1.882 4.899 0.797
Se -3.274 -1.972 -2.179
Se -2.217 -2.616 -4.137
C -0.905 -1.219 -4.216
C -0.471 -0.861 -5.487
C 0.405 0.199 -5.621
C 0.795 0.884 -4.475
C 0.331 0.447 -3.258
N -0.493 -0.611 -3.101
C -2.874 -3.602 -1.227
C -3.797 -4.618 -1.116
C -3.383 -5.810 -0.531
C -2.064 -5.920 -0.119
C -1.219 -4.833 -0.255
N -1.610 -3.666 -0.785
H -0.848 -1.395 -6.349
H 0.751 0.504 -6.600
H 1.440 1.750 -4.536
H 0.624 0.956 -2.350
H -4.804 -4.488 -1.488
H -4.073 -6.636 -0.423
H -1.688 -6.839 0.309
H -0.194 -4.895 0.071
C -4.338 2.803 0.896
C -4.329 2.284 -0.540
Sb -2.369 1.631 -1.237
C -1.608 3.661 -1.493
C -0.991 4.306 -0.257
C -2.947 1.406 -3.329
C -4.001 2.388 -3.827
H -5.364 3.012 1.203
H -3.782 3.735 0.981
H -3.919 2.087 1.606
H -4.606 3.077 -1.233
H -5.026 1.457 -0.670
H -2.494 4.218 -1.798
H -0.906 3.662 -2.328
H -1.670 4.292 0.596
H -0.761 5.352 -0.469
H -0.069 3.814 0.045
H -3.302 0.381 -3.453
H -2.032 1.509 -3.913
H -4.978 2.193 -3.387
H -4.102 2.297 -4.909
H -3.717 3.419 -3.612
```

total charge = +3
HOMO level = -15.237 eV
orbital gap = 6.697 eV
multiplicity = 1

***

(3)
C38H61N5O2S | ωB97M-V/def2-TZVPD

Geometry as XYZ:
```
107
C38H61N5O2S (ωB97M-V/def2-TZVPD)
C -3.130 0.957 4.769
C -4.089 1.723 3.812
C -4.779 0.828 2.751
C -3.813 -0.114 1.977
C -4.648 -1.330 1.429
C -5.786 -0.919 0.457
C -5.377 -1.289 -1.017
C -4.513 -0.164 -1.641
C -4.320 -0.416 -3.170
C -3.654 -1.765 -3.517
C -2.127 -1.773 -3.173
C -1.290 -1.207 -4.336
C 0.232 -1.395 -4.118
C 0.828 -0.622 -2.935
C 2.009 -1.056 -2.377
C 2.735 -2.281 -2.930
C 2.224 -3.655 -2.361
C 2.031 -3.705 -0.818
C 0.757 -4.566 -0.507
N 0.221 -4.344 0.853
C -0.670 -3.247 0.948
N -0.560 -2.492 1.972
N -1.693 -2.984 -0.038
C 2.634 -0.355 -1.214
C 3.931 -0.948 -0.648
C 2.097 0.764 -0.635
C 2.685 1.486 0.577
C 2.648 3.020 0.493
C 2.085 3.714 1.565
C 2.048 5.118 1.589
C 2.614 5.775 0.491
C 3.158 5.097 -0.598
C 3.185 3.703 -0.603
C 0.868 1.283 -1.201
N 0.169 2.334 -0.845
S -1.121 2.495 -1.828
N -0.848 1.172 -2.735
C 0.262 0.570 -2.348
H -3.356 -0.120 4.818
H -2.098 1.060 4.394
H -3.156 1.425 5.766
H -4.887 2.183 4.422
H -3.562 2.560 3.318
H -5.228 1.505 2.000
H -5.588 0.206 3.170
H -3.294 0.382 1.139
H -3.044 -0.559 2.630
H -5.068 -1.829 2.322
H -3.934 -2.037 0.971
H -6.746 -1.422 0.676
H -5.987 0.166 0.450
H -6.264 -1.432 -1.664
H -4.849 -2.256 -0.990
H -3.534 -0.084 -1.137
H -5.051 0.796 -1.524
H -3.642 0.384 -3.536
H -5.288 -0.257 -3.677
H -3.751 -1.959 -4.603
H -4.107 -2.622 -2.990
H -1.820 -2.830 -3.043
H -1.991 -1.229 -2.225
H -1.568 -1.782 -5.244
H -1.555 -0.165 -4.571
H 0.743 -1.160 -5.071
H 0.391 -2.475 -3.949
H 2.523 -2.302 -4.017
H 3.823 -2.233 -2.851
H 3.006 -4.398 -2.596
H 1.321 -4.016 -2.885
H 2.860 -4.225 -0.300
H 1.925 -2.720 -0.337
H -0.027 -4.413 -1.266
H 1.064 -5.624 -0.619
H 1.025 -4.125 1.437
H -1.278 -1.772 1.887
H -1.199 -2.666 -0.876
H -2.107 -3.885 -0.296
H 4.435 -0.269 0.050
H 3.732 -1.875 -0.080
H 4.657 -1.201 -1.435
H 2.100 1.189 1.469
H 3.726 1.206 0.796
H 1.661 3.154 2.408
H 1.619 5.660 2.435
H 2.612 6.872 0.523
H 3.582 5.655 -1.440
H 3.604 3.105 -1.418
C 6.658 -4.295 -0.445
C 6.366 -3.828 -1.848
O 5.232 -3.787 -2.275
C 7.540 -3.413 -2.697
H 5.725 -4.561 0.049
H 7.304 -5.174 -0.472
H 7.140 -3.497 0.121
H 8.225 -4.253 -2.822
H 8.061 -2.576 -2.228
H 7.185 -3.101 -3.677
C -0.750 8.192 4.954
C 0.024 6.906 5.100
O 0.631 6.426 4.170
C 0.008 6.241 6.454
H -0.652 8.558 3.933
H -1.806 8.018 5.165
H -0.353 8.945 5.637
H -1.016 5.982 6.730
H 0.438 6.909 7.202
H 0.602 5.330 6.415
```

HOMO level = -8.215 eV
orbital gap = 8.182 eV
multiplicity = 1

***

(4)
C38H62EuIN12 | ωB97M-V/def2-TZVPD

Geometry as XYZ:
```
114
C38H62EuIN12 (ωB97M-V/def2-TZVPD)
Eu -0.098 0.180 0.058
C -4.134 0.931 3.459
N -4.522 0.983 2.064
C -5.925 1.219 1.787
C -3.563 0.906 1.072
N -2.537 0.121 1.091
C -2.639 -1.180 1.744
C -1.412 -1.528 2.576
N -0.124 -1.528 1.856
C 0.988 -1.194 2.766
C 1.106 0.273 3.131
N 1.379 1.153 1.992
C 2.134 2.176 2.231
N 2.493 2.588 3.514
C 1.466 2.884 4.491
C 3.839 3.006 3.848
N 2.639 2.948 1.218
C 2.882 4.369 1.377
C 2.680 2.457 -0.138
C 0.167 -2.813 1.197
C -0.755 -3.203 0.043
N -1.164 -2.100 -0.833
C -1.698 -2.410 -1.959
N -2.040 -3.696 -2.347
C -1.728 -4.181 -3.679
C -2.855 -4.564 -1.519
N -2.048 -1.413 -2.878
C -1.098 -0.419 -3.346
C -3.152 -1.637 -3.793
N -3.705 1.775 0.024
C -3.198 1.411 -1.282
C -4.261 3.104 0.166
H -4.454 1.841 3.974
H -3.050 0.858 3.532
H -4.572 0.072 3.976
H -6.536 0.470 2.296
H -6.111 1.137 0.719
H -6.251 2.209 2.125
H -2.765 -1.926 0.959
H -3.513 -1.274 2.394
H -1.582 -2.517 3.026
H -1.337 -0.811 3.396
H 1.912 -1.508 2.286
H 0.894 -1.762 3.703
H 1.900 0.333 3.880
H 0.190 0.598 3.642
H 0.479 2.723 4.065
H 1.526 3.936 4.793
H 1.561 2.267 5.391
H 4.514 2.788 3.024
H 4.192 2.466 4.729
H 3.895 4.079 4.069
H 2.587 4.701 2.367
H 2.292 4.931 0.646
H 3.934 4.614 1.215
H 2.760 1.381 -0.170
H 3.534 2.890 -0.661
H 1.777 2.714 -0.705
H 0.099 -3.624 1.936
H 1.195 -2.773 0.847
H -1.637 -3.676 0.477
H -0.234 -3.987 -0.517
H -1.052 -3.488 -4.179
H -2.625 -4.312 -4.293
H -1.219 -5.145 -3.608
H -3.341 -3.991 -0.731
H -2.291 -5.383 -1.062
H -3.645 -4.996 -2.139
H -0.324 -0.840 -3.995
H -0.570 0.089 -2.548
H -1.653 0.334 -3.908
H -3.815 -2.407 -3.406
H -2.827 -1.930 -4.799
H -3.726 -0.712 -3.886
H -2.995 0.342 -1.308
H -2.279 1.958 -1.524
H -3.940 1.647 -2.049
H -5.246 3.200 -0.302
H -3.588 3.824 -0.307
H -4.341 3.364 1.219
I -2.118 5.172 3.843
C -1.347 4.406 2.115
C -0.864 5.086 1.024
N -0.489 4.138 0.138
N -0.683 2.889 0.588
C -1.211 3.045 1.789
H -0.767 6.139 0.815
H -0.066 4.276 -0.764
H -1.474 2.176 2.375
C 5.195 -1.606 -5.368
C 3.893 -1.435 -5.822
C 2.920 -0.936 -4.966
C 3.215 -0.602 -3.644
C 4.529 -0.770 -3.209
C 5.511 -1.269 -4.057
C 2.132 -0.090 -2.749
C 1.833 -0.418 -1.486
C 2.653 -1.475 -0.857
C 2.571 -2.797 -1.334
C 3.284 -3.832 -0.754
C 4.116 -3.587 0.338
C 4.226 -2.291 0.817
C 3.498 -1.254 0.235
H 5.957 -1.996 -6.032
H 3.634 -1.689 -6.843
H 1.905 -0.798 -5.330
H 4.778 -0.516 -2.184
H 6.524 -1.395 -3.694
H 1.512 0.665 -3.250
H 1.933 -2.993 -2.192
H 3.201 -4.836 -1.157
H 4.680 -4.392 0.793
H 4.884 -2.082 1.654
H 3.594 -0.256 0.645
```

total charge = +1
HOMO level (spin up / spin down) = -8.370 / -8.879 eV
orbital gap (spin up / spin down) = 6.485 / 6.983 eV
expectation value of S² = 15.760
multiplicity = 8